Entry 1:
57
Properties=species:S:1:pos:R:3:nbo_charge:R:1 method="wB97M-V/def2-TZVPD" charge=+1 homo_energy_ev="-10.0 / -10.0" relative_energy_kj_mol=0.0 gap_ev="5.92 / 5.92"
Be -0.138 -0.282 -0.761 1.587
C -1.394 -5.071 -2.953 -0.223
C -0.193 -4.644 -2.405 -0.194
C -0.159 -3.529 -1.578 -0.240
C -1.322 -2.818 -1.280 0.127
C -2.524 -3.245 -1.852 -0.210
C -2.556 -4.366 -2.671 -0.208
N -1.237 -1.633 -0.501 -0.833
C -2.153 -1.304 0.418 0.239
C -3.123 -2.155 1.029 -0.289
C -3.961 -1.646 1.973 -0.120
C -3.922 -0.277 2.386 -0.249
C -3.005 0.565 1.849 -0.180
C -2.109 0.061 0.869 0.058
N -1.141 0.770 0.231 -0.363
N -0.950 1.992 0.506 -0.244
C 0.083 2.544 -0.266 0.295
C 0.448 3.868 -0.032 -0.223
C 1.473 4.412 -0.779 -0.141
C 2.110 3.630 -1.738 -0.256
C 1.679 2.329 -1.903 0.052
N 0.686 1.790 -1.187 -0.550
H -1.424 -5.946 -3.592 0.226
H 0.724 -5.186 -2.616 0.221
H 0.780 -3.195 -1.151 0.193
H -3.433 -2.686 -1.661 0.213
H -3.497 -4.681 -3.106 0.224
H -3.167 -3.200 0.755 0.236
H -4.681 -2.305 2.444 0.227
H -4.620 0.077 3.134 0.231
H -2.930 1.604 2.142 0.240
H -0.079 4.429 0.729 0.246
H 1.777 5.439 -0.620 0.237
H 2.916 4.023 -2.344 0.239
H 2.150 1.686 -2.642 0.186
C 1.054 -2.054 1.749 -0.942
P 1.585 -0.831 0.513 0.764
C 2.234 0.534 1.531 -0.943
C 3.100 -1.548 -0.202 -0.935
H 1.868 -2.280 2.436 0.242
H 0.727 -2.969 1.253 0.258
H 0.209 -1.652 2.310 0.256
H 2.928 0.141 2.272 0.245
H 1.413 1.041 2.042 0.253
H 2.750 1.259 0.903 0.248
H 3.767 -1.858 0.602 0.247
H 3.609 -0.801 -0.815 0.246
H 2.871 -2.413 -0.826 0.248
C -1.205 -0.616 -4.595 -0.643
C -1.218 -0.002 -3.221 -0.066
O -0.039 -0.437 -2.461 -0.825
H -2.075 -0.267 -5.155 0.240
H -1.242 -1.705 -4.532 0.234
H -0.311 -0.321 -5.154 0.209
H -2.070 -0.353 -2.640 0.210
H -1.237 1.087 -3.251 0.191
H 0.765 -0.266 -2.965 0.509


Entry 2:
12
Properties=species:S:1:pos:R:3:nbo_charge:R:1 method="wB97M-V/def2-TZVPD" homo_energy_ev=-10.0 relative_energy_kj_mol=100.2 smiles="CC(C=O)C=O" gap_ev=10.56
C 1.298 -0.219 -0.296 -0.613
C -0.207 -0.332 -0.109 -0.450
C -0.621 -0.254 1.356 0.454
O -1.770 -0.247 1.725 -0.507
C -0.976 0.737 -0.874 0.452
O -0.439 1.594 -1.530 -0.507
H 1.559 -0.218 -1.357 0.235
H 1.669 0.718 0.132 0.221
H 1.815 -1.052 0.190 0.215
H -0.587 -1.299 -0.474 0.251
H 0.219 -0.186 2.080 0.117
H -2.078 0.678 -0.778 0.133


Entry 3:
5
Properties=species:S:1:pos:R:3:lowdin_spin:R:1 method="wB97M-V/def2-TZVPD" s_squared=6.010 charge=+3 homo_energy_ev="-23.9 / -23.8" multiplicity=5 gap_ev="6.25 / 5.26"
O -3.047 1.787 0.389 0.000
C -2.480 0.808 0.371 0.002
O 0.279 -0.026 0.163 1.030
Er 2.697 0.328 -0.034 2.968
Li -1.189 -1.177 0.171 -0.001


Entry 4:
23
Properties=species:S:1:pos:R:3:nbo_charge:R:1 method="wB97M-V/def2-TZVPD" homo_energy_ev=-9.1 relative_energy_kj_mol=249.5 smiles=CCCNCCS.O gap_ev=9.61
C 1.618 0.527 2.639 -0.637
C 0.617 1.640 2.433 -0.429
C 0.082 1.740 0.932 -0.205
N -0.924 0.552 0.739 -0.632
C -1.125 0.579 -0.677 -0.238
C -0.502 -0.605 -1.473 -0.494
S -1.364 -2.234 -0.966 -0.100
H 2.216 0.893 3.559 0.221
H 1.261 -0.573 2.707 0.216
H 2.441 0.461 1.875 0.197
H -0.333 1.390 2.952 0.223
H 1.037 2.620 2.514 0.209
H 0.882 1.790 0.265 0.163
H -0.347 2.714 0.814 0.186
H -0.490 -0.214 1.054 0.351
H -0.992 1.619 -1.196 0.214
H -2.255 0.414 -0.771 0.184
H -0.714 -0.314 -2.569 0.228
H 0.589 -0.717 -1.323 0.194
H -2.316 -1.613 -0.177 0.138
O 2.294 0.090 -2.353 -0.915
H 2.026 -0.840 -2.172 0.461
H 2.788 0.246 -1.547 0.464


Entry 5:
8
Properties=species:S:1:pos:R:3:nbo_charge:R:1 method="wB97M-V/def2-TZVPD" homo_energy_ev=-10.1 relative_energy_kj_mol=48.1 gap_ev=10.15
O 1.726 0.873 0.454 -0.499
C 1.279 -0.138 -0.010 0.394
C -0.124 -0.526 -0.091 -0.464
C -1.053 0.388 -0.051 0.456
F -0.661 1.606 -0.209 -0.280
Cl -2.762 0.282 0.221 0.037
H 2.075 -0.956 -0.206 0.114
H -0.480 -1.530 -0.107 0.241


Entry 6:
77
Properties=species:S:1:pos:R:3:lowdin_spin:R:1 method="wB97M-V/def2-TZVPD" s_squared=2.015 charge=-1 homo_energy_ev="-4.6 / -5.3" multiplicity=3 relative_energy_kj_mol=39.2 gap_ev="6.90 / 7.41"
W -0.032 0.289 0.318 1.587
C 2.681 -1.886 2.093 0.003
C 3.448 -1.029 1.086 0.001
C 3.334 -1.534 -0.329 0.000
C 4.017 -2.695 -0.674 0.000
C 3.983 -3.200 -1.961 -0.001
C 3.288 -2.508 -2.938 0.000
C 2.598 -1.333 -2.646 -0.001
C 1.941 -0.619 -3.808 0.001
C 2.964 0.073 -4.712 0.000
C 2.595 -0.871 -1.315 0.002
N 1.788 0.270 -0.978 -0.007
C 2.031 1.382 -1.607 0.035
C 1.038 2.378 -1.603 0.007
C 0.903 3.653 -2.154 0.045
C -0.379 4.085 -1.803 0.006
C -0.960 3.061 -1.045 0.046
N -0.113 2.025 -0.941 0.006
H 2.801 -1.483 3.100 0.000
H 3.046 -2.917 2.089 0.000
H 1.615 -1.907 1.872 0.002
H 4.510 -1.028 1.352 0.000
H 3.103 0.000 1.152 0.001
H 4.589 -3.204 0.094 0.000
H 4.512 -4.112 -2.208 0.000
H 3.283 -2.872 -3.961 0.000
H 1.193 0.089 -3.464 0.000
H 1.388 -1.353 -4.400 0.000
H 3.498 0.862 -4.180 0.000
H 2.473 0.522 -5.577 0.000
H 3.710 -0.635 -5.075 0.000
H 2.963 1.514 -2.149 0.001
H 1.644 4.184 -2.730 0.003
H -0.841 5.025 -2.054 -0.001
H -1.920 3.041 -0.553 0.003
O -2.237 -1.717 3.214 0.004
C -1.780 -1.163 2.233 0.007
O -0.536 -0.918 1.996 0.036
C -2.744 -0.741 1.123 0.006
C -4.109 -0.875 1.279 -0.001
C -4.934 -0.502 0.229 0.005
C -4.370 -0.014 -0.940 0.000
C -2.994 0.104 -1.019 0.010
N -2.208 -0.253 -0.003 0.011
H -4.479 -1.268 2.215 0.000
H -6.009 -0.594 0.318 0.000
H -4.982 0.275 -1.782 0.000
H -2.489 0.481 -1.898 0.001
Br -1.353 3.895 6.144 0.002
C -0.457 3.049 4.714 0.008
C 0.915 2.845 4.756 -0.002
Br 1.928 3.415 6.245 -0.001
C 1.562 2.206 3.688 0.007
Br 3.421 1.886 3.663 0.002
C 0.837 1.774 2.592 0.002
O 1.359 1.177 1.531 0.070
C -0.553 1.991 2.548 0.010
O -1.154 1.567 1.447 0.013
C -1.191 2.617 3.601 -0.001
Br -3.058 2.846 3.447 0.000
F 0.409 -3.821 -6.184 0.000
C -0.595 -3.741 -5.301 0.000
C -0.360 -3.670 -3.990 0.000
N -1.372 -3.608 -3.061 0.000
C -1.012 -3.339 -1.680 0.000
C -0.442 -1.936 -1.528 0.012
O 0.079 -1.710 -0.376 0.030
O -0.592 -1.127 -2.432 0.026
C -2.690 -3.494 -3.444 0.000
O -3.611 -3.335 -2.671 0.000
N -2.893 -3.603 -4.811 0.000
C -1.950 -3.716 -5.829 0.000
O -2.272 -3.781 -6.994 0.000
H 0.649 -3.658 -3.595 0.000
H -0.299 -4.086 -1.332 0.000
H -1.907 -3.404 -1.063 0.000
H -3.857 -3.543 -5.103 0.000


Entry 7:
15
Properties=species:S:1:pos:R:3:nbo_charge:R:1 method="wB97M-V/def2-TZVPD" homo_energy_ev=-8.0 relative_energy_kj_mol=0.0 smiles="S=C1NCCCN1" gap_ev=8.63
S -1.827 -1.715 -2.067 -0.322
C -0.898 -0.845 -0.962 0.308
N -1.306 0.360 -0.496 -0.603
C -0.604 1.137 0.517 -0.217
C 0.890 0.861 0.431 -0.417
C 1.111 -0.657 0.486 -0.215
N 0.287 -1.293 -0.519 -0.609
H -2.186 0.641 -0.814 0.415
H -0.970 0.883 1.518 0.186
H -0.784 2.193 0.337 0.212
H 1.400 1.369 1.237 0.224
H 1.293 1.256 -0.542 0.215
H 2.175 -0.913 0.258 0.211
H 0.867 -1.044 1.479 0.188
H 0.550 -2.231 -0.863 0.424


Entry 8:
23
Properties=species:S:1:pos:R:3:nbo_charge:R:1 method="wB97M-V/def2-TZVPD" homo_energy_ev=-9.5 relative_energy_kj_mol=137.8 smiles=CC(N)(O)O.CCC gap_ev=10.41
C -0.294 -2.043 -0.430 -0.652
C -1.111 -1.278 0.615 0.635
N -0.427 -1.373 1.894 -0.863
O -1.291 0.071 0.335 -0.808
O -2.403 -1.857 0.642 -0.737
H -0.696 -1.831 -1.418 0.220
H -0.356 -3.110 -0.228 0.223
H 0.745 -1.729 -0.386 0.212
H -0.970 -0.893 2.606 0.363
H -0.340 -2.344 2.177 0.360
H -0.495 0.514 -0.247 0.542
H -3.023 -1.147 0.843 0.479
C 0.282 1.280 -1.743 -0.716
C 1.299 2.062 -0.605 -0.362
C 1.396 1.382 0.723 -0.645
H -0.806 1.318 -1.691 0.238
H 0.431 1.922 -2.612 0.234
H 0.743 0.327 -2.000 0.219
H 0.902 3.073 -0.525 0.201
H 2.246 2.068 -1.141 0.200
H 0.360 1.210 1.111 0.231
H 1.965 1.983 1.430 0.217
H 1.842 0.393 0.649 0.210